The following is a quantum chemistry calculation of C62H64N2O4P2Pd as an isolated structure in a non-equilibrium geometry, from the OMol25 dataset.

Computed properties:
**E_HOMO**: -0.207 Ha
**E_LUMO**: -1.78 eV
**Calculated total energy**: -3621.92744 Eh

The geometry in XYZ format:
```
135
Properties=species:S:1:pos:R:3:mulliken_charge:R:1
C 6.05 -2.90 1.92 -0.990
N 5.78 -2.23 0.66 0.178
C 6.94 -1.97 -0.17 -0.915
C 4.51 -1.97 0.23 0.933
C 4.31 -1.47 -1.08 -0.688
C 3.05 -1.06 -1.50 -0.247
C 1.91 -1.19 -0.67 1.227
C 0.54 -0.86 -1.18 2.232
C 0.17 -1.19 -2.54 -0.692
C -1.05 -1.70 -3.02 -1.678
C -2.33 -1.31 -2.50 0.073
C -3.36 -0.63 -3.22 -0.913
C -4.62 -0.45 -2.67 -0.640
C -4.94 -1.08 -1.43 0.388
N -6.23 -1.21 -1.00 0.255
C -6.60 -2.25 -0.04 -0.743
C -7.30 -0.41 -1.55 -0.885
C -3.90 -1.66 -0.68 -0.204
C -2.62 -1.70 -1.18 1.311
Pd 0.91 1.25 -0.38 0.342
P 2.58 2.70 -0.69 0.637
C 1.96 4.40 -0.87 1.127
C 2.31 5.41 0.03 -0.322
C 1.80 6.70 -0.13 -0.860
C 0.89 6.97 -1.16 -0.733
C 0.46 5.93 -2.00 -0.655
C 1.01 4.66 -1.87 -0.443
C 3.80 2.71 0.64 0.593
C 4.83 3.66 0.67 0.019
C 5.82 3.59 1.66 -0.847
C 5.78 2.56 2.61 -0.731
C 4.75 1.61 2.58 -0.839
C 3.77 1.67 1.59 -0.638
C 3.48 2.23 -2.19 1.405
C 4.83 1.85 -2.13 -0.521
C 5.51 1.48 -3.29 -0.643
C 4.84 1.47 -4.52 -0.644
C 3.48 1.79 -4.58 -0.786
C 2.79 2.15 -3.42 -0.190
P -0.68 1.95 1.06 1.746
C -0.89 0.58 2.24 -0.050
C -0.40 0.62 3.56 -0.625
C -0.46 -0.53 4.36 -0.813
C -0.95 -1.73 3.85 -1.098
C -1.44 -1.77 2.54 -0.340
C -1.46 -0.61 1.77 0.268
C -0.31 3.48 1.97 0.776
C -1.16 4.60 1.94 -0.769
C -0.81 5.76 2.62 -0.747
C 0.40 5.85 3.30 -0.751
C 1.28 4.76 3.28 -0.943
C 0.92 3.58 2.65 -0.064
C -2.31 2.17 0.30 0.087
C -3.50 1.73 0.91 -0.192
C -4.73 1.99 0.30 -0.473
C -4.79 2.65 -0.92 -0.592
C -3.61 3.04 -1.56 -0.729
C -2.37 2.80 -0.96 -0.492
C 2.11 -1.78 0.61 -1.062
C 3.36 -2.18 1.05 -0.490
H 5.39 -2.51 2.71 0.316
H 5.91 -3.99 1.87 0.293
H 7.09 -2.69 2.19 0.323
H 6.92 -0.95 -0.58 0.306
H 7.83 -2.07 0.46 0.262
H 7.03 -2.67 -1.01 0.318
H 5.15 -1.40 -1.77 0.515
H 2.93 -0.59 -2.48 0.052
H -0.24 -1.09 -0.45 -1.789
H 0.98 -1.05 -3.28 0.307
H -1.04 -2.25 -3.97 0.496
H -3.14 -0.23 -4.21 0.444
H -5.38 0.13 -3.19 0.358
H -6.12 -2.09 0.94 0.306
H -7.68 -2.21 0.08 0.324
H -6.31 -3.24 -0.41 0.243
H -7.39 -0.54 -2.63 0.343
H -8.23 -0.73 -1.06 0.311
H -7.14 0.66 -1.33 0.162
H -4.11 -2.12 0.28 0.273
H -1.83 -2.13 -0.58 -0.570
H 2.97 5.19 0.87 0.431
H 2.12 7.48 0.56 0.422
H 0.51 7.98 -1.28 0.372
H -0.30 6.12 -2.76 0.439
H 0.70 3.86 -2.55 -0.029
H 4.86 4.46 -0.07 0.518
H 6.61 4.34 1.68 0.423
H 6.56 2.49 3.37 0.421
H 4.71 0.80 3.31 0.494
H 2.97 0.93 1.55 0.070
H 5.35 1.84 -1.16 0.264
H 6.56 1.20 -3.22 0.464
H 5.39 1.22 -5.43 0.374
H 2.95 1.76 -5.53 0.428
H 1.72 2.36 -3.46 0.054
H -0.01 1.55 3.96 0.510
H -0.11 -0.48 5.39 0.403
H -0.96 -2.64 4.45 0.430
H -1.83 -2.70 2.12 0.354
H -1.93 -0.63 0.79 -0.081
H -2.11 4.54 1.40 0.421
H -1.49 6.62 2.61 0.414
H 0.68 6.76 3.83 0.392
H 2.25 4.83 3.78 0.432
H 1.60 2.72 2.66 0.392
H -3.46 1.20 1.86 0.471
H -5.65 1.66 0.79 0.329
H -5.76 2.86 -1.39 0.383
H -3.64 3.55 -2.53 0.407
H -1.45 3.08 -1.47 0.240
H 1.23 -1.90 1.25 0.399
H 3.47 -2.63 2.03 0.336
H -3.76 -5.59 -0.89 0.318
C -3.25 -4.89 -0.24 -0.933
C -3.79 -4.65 1.06 0.851
O -3.86 -3.57 1.68 -0.694
O -4.36 -5.75 1.62 -0.344
C -4.79 -5.57 2.99 0.028
C -5.44 -6.86 3.44 -1.287
C -1.88 -4.66 -0.51 0.688
O -1.04 -4.06 0.18 -0.737
O -1.57 -5.21 -1.72 -0.385
C -0.22 -4.96 -2.18 0.757
C 0.09 -6.00 -3.22 -1.520
H -3.92 -5.34 3.62 0.215
H -5.50 -4.74 3.05 0.204
H -5.73 -6.76 4.49 0.399
H -6.34 -7.08 2.86 0.299
H -4.75 -7.71 3.37 0.317
H -0.20 -3.95 -2.61 -0.387
H 0.48 -5.00 -1.34 0.238
H 1.01 -5.74 -3.73 0.416
H 0.23 -6.97 -2.73 0.344
H -0.72 -6.08 -3.95 0.321
```

The following is a quantum chemistry calculation of C62H87BrKN9O4P2SSeSi as an isolated structure in a non-equilibrium geometry, from the OMol25 dataset.

Computed properties:
**Total charge**: -2
**E_HOMO**: -0.052 Ha
**E_LUMO**: 3.57 eV
**Energy above the lowest of the compared OMol25 structures with the same formula, charge and spin**: 4.6 kJ/mol
**Calculated total energy**: -10154.56848 Eh

The geometry in XYZ format:
```
169
Properties=species:S:1:pos:R:3:mulliken_charge:R:1
K 0.44 0.59 0.89 0.173
C 6.13 2.68 3.08 -1.543
C 5.41 1.82 2.08 0.842
C 6.02 1.31 0.94 -0.914
C 5.31 0.55 0.03 -0.401
C 3.97 0.31 0.33 -0.390
Br 2.94 -0.80 -0.81 -0.123
N 3.36 0.78 1.39 1.018
C 4.06 1.53 2.24 -0.333
H 7.21 2.58 2.98 0.429
H 5.85 2.42 4.10 0.365
H 5.87 3.74 2.93 0.288
H 7.07 1.52 0.75 0.362
H 5.75 0.16 -0.87 0.534
H 3.51 1.92 3.10 -0.030
C -3.34 7.97 2.72 -1.567
C -2.19 7.06 2.37 1.148
C -0.92 7.58 2.11 -0.775
C 0.12 6.75 1.73 -0.623
C -0.09 5.39 1.59 -0.370
C -1.35 4.85 1.86 -0.151
C -2.38 5.68 2.25 -0.832
S 1.19 4.35 0.90 1.233
O 0.85 4.29 -0.50 -0.737
O 2.45 4.97 1.25 -0.761
N 0.98 2.92 1.53 0.874
C 1.09 2.73 2.89 -0.204
C 1.45 3.72 3.86 -0.910
C 1.54 3.37 5.19 -0.800
C 1.27 2.07 5.60 -0.876
C 0.92 1.17 4.61 -0.540
N 0.83 1.47 3.31 0.949
H -2.99 8.91 3.17 0.371
H -4.02 7.49 3.43 0.361
H -3.92 8.22 1.83 0.290
H -0.75 8.64 2.22 0.317
H 1.11 7.15 1.53 0.492
H -1.49 3.78 1.77 0.217
H -3.37 5.26 2.46 0.401
H 1.68 4.72 3.54 0.432
H 1.82 4.13 5.92 0.380
H 1.33 1.77 6.64 0.450
H 0.67 0.14 4.87 0.275
C 4.88 -1.88 4.23 -1.999
C 3.68 -2.76 4.65 2.085
C 2.98 -2.06 5.82 -2.070
C 4.22 -4.12 5.09 -1.707
P 2.51 -2.77 3.15 0.911
C 3.48 -3.92 2.07 1.060
C 3.35 -5.31 1.98 -0.228
C 4.16 -6.06 1.12 -0.814
C 5.13 -5.43 0.36 -0.699
C 5.27 -4.05 0.43 -0.775
C 4.44 -3.31 1.27 -0.952
C 0.92 -3.65 3.60 2.404
C 0.28 -4.06 2.25 -1.656
C 0.96 -4.84 4.55 -2.044
C 0.02 -2.57 4.23 -1.093
H 5.49 -1.66 5.11 0.563
H 4.54 -0.93 3.80 0.352
H 5.51 -2.39 3.49 0.311
H 3.71 -1.86 6.61 0.571
H 2.19 -2.68 6.24 0.296
H 2.54 -1.11 5.51 0.357
H 4.92 -3.98 5.93 0.527
H 4.75 -4.63 4.29 0.276
H 3.42 -4.78 5.44 0.254
H 2.61 -5.83 2.57 0.066
H 4.02 -7.13 1.05 0.419
H 5.77 -6.02 -0.30 0.339
H 6.02 -3.54 -0.18 0.408
H 4.54 -2.23 1.29 0.677
H 0.69 -4.99 1.85 0.251
H 0.39 -3.28 1.49 0.492
H -0.81 -4.17 2.39 0.029
H 1.64 -5.64 4.24 0.142
H -0.05 -5.28 4.61 0.539
H 1.24 -4.54 5.57 0.383
H -0.16 -1.74 3.54 -0.089
H 0.42 -2.19 5.17 0.259
H -0.97 -3.00 4.42 0.095
C -4.52 -0.73 3.34 -1.151
Si -3.48 -1.87 2.19 0.921
C -4.55 -2.01 0.62 -0.976
C -3.66 -3.58 3.00 -1.354
O -2.00 -1.38 1.94 -0.560
H -5.59 -0.97 3.32 0.317
H -4.40 0.32 3.04 0.175
H -4.17 -0.81 4.38 0.340
H -5.63 -1.97 0.83 0.362
H -4.35 -2.96 0.08 0.252
H -4.31 -1.20 -0.07 0.150
H -4.71 -3.82 3.22 0.431
H -3.10 -3.62 3.94 0.304
H -3.26 -4.36 2.34 0.266
C 1.56 1.35 -9.20 -1.467
C 1.57 1.49 -7.69 0.664
C 2.72 1.32 -6.94 -1.167
C 2.75 1.46 -5.55 1.062
C 4.05 1.24 -4.82 -1.509
C 1.57 1.81 -4.84 0.058
Se 1.59 2.06 -2.95 0.026
C 0.38 1.98 -5.61 1.165
C -0.92 2.32 -4.94 -1.462
C 0.41 1.82 -6.99 -1.031
H 2.59 1.30 -9.58 0.340
H 1.06 2.19 -9.68 0.343
H 1.05 0.44 -9.52 0.266
H 3.65 1.06 -7.46 0.171
H 4.84 0.95 -5.52 0.359
H 3.94 0.47 -4.04 0.121
H 4.34 2.15 -4.29 0.311
H -0.75 2.97 -4.08 0.164
H -1.43 1.43 -4.57 0.147
H -1.60 2.83 -5.65 0.438
H -0.52 1.97 -7.55 0.316
N -6.82 2.23 -0.86 0.150
C -7.89 2.67 -1.60 0.670
C -9.27 2.54 -1.46 -0.926
C -10.06 3.15 -2.42 -0.413
C -9.49 3.87 -3.48 -0.437
C -8.11 4.00 -3.60 -0.700
C -7.30 3.39 -2.65 0.313
N -5.92 3.38 -2.53 -0.672
C -5.68 2.68 -1.46 -0.102
C -4.34 2.39 -0.91 1.344
C -3.20 2.85 -1.54 -1.194
C -1.96 2.57 -0.99 -0.613
N -1.82 1.85 0.14 0.958
C -2.93 1.40 0.75 -0.721
C -4.20 1.65 0.26 -0.742
H -6.86 1.64 -0.05 0.126
H -9.71 1.99 -0.64 0.377
H -11.14 3.07 -2.35 0.371
H -10.13 4.34 -4.21 0.364
H -7.67 4.57 -4.41 0.427
H -3.28 3.41 -2.47 0.583
H -1.03 2.93 -1.45 0.457
H -2.77 0.79 1.64 0.079
H -5.04 1.25 0.81 0.202
C 2.39 -2.86 -3.91 -1.068
N 1.39 -3.68 -3.23 0.925
C 1.93 -4.90 -2.62 -1.186
P -0.01 -3.11 -2.55 -0.916
O -0.11 -3.19 -1.07 -0.146
N -1.16 -4.15 -3.23 0.363
C -2.53 -3.88 -2.78 -0.999
C -1.10 -4.57 -4.61 -1.031
N -0.21 -1.58 -3.12 1.710
C -1.01 -0.58 -2.37 -0.558
C -0.19 -1.30 -4.55 -1.336
H 3.34 -2.88 -3.37 0.222
H 2.08 -1.82 -3.99 0.370
H 2.59 -3.24 -4.93 0.183
H 2.83 -4.68 -2.04 0.254
H 2.19 -5.64 -3.39 0.283
H 1.20 -5.34 -1.94 0.391
H -2.52 -3.49 -1.75 0.210
H -3.12 -4.80 -2.78 0.406
H -3.04 -3.15 -3.42 0.242
H -0.06 -4.67 -4.93 0.294
H -1.60 -3.87 -5.30 0.261
H -1.58 -5.55 -4.72 0.352
H -1.21 -0.89 -1.34 0.234
H -1.97 -0.45 -2.89 0.166
H -0.48 0.38 -2.37 -0.366
H 0.29 -2.10 -5.12 0.400
H 0.35 -0.36 -4.74 0.160
H -1.22 -1.18 -4.94 0.227
```